No. 1
Formula: C27H47Br3O16S2
Source: OMol25
Level of theory: the ωB97M-V functional and the def2-TZVPD basis

XYZ file:
```
95
Properties=species:S:1:pos:R:3:mulliken_charge:R:1
Br 0.585 1.882 0.958 -0.21
Br 0.995 -1.406 0.875 0.05
Br -0.475 0.186 -1.529 -0.56
S -3.109 -0.182 2.731 1.15
S 1.012 0.039 -3.446 0.86
O -1.817 5.724 -2.599 -0.64
O 4.095 -2.400 -1.633 -0.63
O 1.864 -2.511 -2.101 -0.29
O -4.200 -1.102 2.799 -0.63
O 1.307 0.676 -2.173 -0.54
O 0.022 -1.008 -3.489 -0.71
O 0.948 3.865 -1.621 -0.11
O 3.023 0.711 5.105 -0.70
O -2.438 0.024 1.411 -0.39
O -0.529 -6.042 1.331 -0.67
O 0.495 1.191 -4.541 -0.08
O 0.833 1.233 4.903 -0.43
O -1.789 3.713 -1.570 -0.53
O 1.634 6.020 -1.271 -0.61
O -2.045 -0.392 4.020 -0.47
O 0.335 -4.110 2.287 -0.45
C 2.715 2.920 -0.588 -0.56
C -1.191 2.402 -3.340 -0.28
C 1.498 2.548 -1.483 0.86
C 2.982 -2.770 -1.336 0.62
C 1.656 -0.242 3.262 -0.48
C -0.714 -4.851 1.700 0.42
C -0.606 3.797 -3.523 -0.39
C -1.472 -2.617 1.821 0.90
C 3.258 4.179 -1.146 -0.62
C 2.603 -3.485 -0.005 -0.77
C 2.516 -0.518 -4.134 -1.01
C -0.135 0.110 0.396 2.17
C -2.259 -2.701 4.947 -0.82
C -0.320 0.937 4.143 -0.11
C 1.229 -4.010 -0.354 -1.12
C 0.161 -0.290 3.376 0.96
C -0.141 -2.866 2.710 0.80
C 1.875 4.843 -1.333 0.34
C -1.509 2.339 -1.847 -0.25
C 1.926 0.601 4.464 -0.08
C -0.624 1.848 -6.480 -0.96
C 0.686 -3.100 -1.477 0.16
C -3.659 1.515 3.284 -1.07
C 0.288 0.754 -5.839 -0.57
C -1.434 4.593 -2.527 0.18
C -2.500 -1.211 5.122 -0.52
C -1.966 -3.995 1.606 -0.62
H -1.276 2.282 -5.722 0.18
H -3.520 -0.966 5.419 0.42
H 1.784 2.106 -2.438 -0.35
H 0.172 -2.283 -0.972 -0.70
H -1.289 1.407 -7.223 0.40
H 0.473 3.828 -3.371 0.21
H 1.190 0.629 -6.437 0.33
H -1.887 -0.790 5.918 0.56
H 3.700 4.074 -2.137 0.28
H -2.789 -3.252 4.170 0.03
H 3.861 4.826 -0.509 0.37
H -0.308 -0.455 2.407 -0.45
H -2.392 1.729 -1.652 0.74
H -0.307 -0.157 -5.906 0.47
H -4.295 1.446 4.166 0.37
H -2.140 2.309 -3.869 0.77
H -0.097 -1.196 3.925 0.32
H -2.343 -4.101 0.588 0.35
H 0.590 -3.854 0.515 0.49
H 2.115 -1.230 3.293 0.43
H -0.462 1.784 3.472 0.01
H 2.557 2.960 0.489 0.53
H -4.241 2.018 2.512 0.46
H -1.226 -2.069 0.911 0.09
H -2.118 -1.947 2.388 -0.67
H -0.801 4.090 -4.555 0.82
H -2.774 2.068 3.599 0.29
H -0.429 -2.913 3.760 0.01
H 2.319 -1.108 -5.028 0.50
H -0.667 1.910 -1.305 -0.11
H 1.082 -5.071 -0.552 0.71
H -1.190 -2.793 4.759 0.51
H -0.626 1.516 -3.628 0.18
H -1.050 -0.099 0.950 -0.85
H 0.680 1.961 -1.067 -1.68
H -1.145 0.732 4.826 0.31
H -2.704 -4.258 2.363 0.34
H 0.545 -2.032 2.558 -0.50
H 3.175 0.302 -4.419 0.35
H 3.493 2.156 -0.614 0.28
H -2.427 -3.133 5.934 0.52
H 2.710 -2.804 0.840 0.10
H 0.063 -3.567 -2.240 0.53
H -0.065 2.611 -7.020 0.31
H 3.318 -4.292 0.151 0.51
H 2.201 0.082 2.375 0.44
H 2.929 -1.293 -3.488 0.14
```

The maximum force comes out at 16.93 eV Å⁻¹. As for the highest occupied orbital energy: -0.284 hartree. The molecular weight comes out at 931.50 g/mol.

---

No. 2
Formula: C27H63N8O9Pt
Source: OMol25
Level of theory: the ωB97M-V functional and the def2-TZVPD basis

XYZ file:
```
108
Properties=species:S:1:pos:R:3:mulliken_charge:R:1
Pt 2.495 -2.328 2.341 2.68
O 4.678 -1.241 -4.933 -0.59
O 0.721 -2.311 3.620 -1.07
O -4.345 2.898 2.643 -0.51
O 2.004 -3.782 0.748 -0.98
O 4.937 4.692 2.157 -0.62
O 0.718 4.233 -3.811 -0.63
O 1.697 -0.718 1.210 -0.95
O -3.036 5.040 -3.222 -0.60
O -2.024 -3.129 -2.485 -0.58
N -1.290 -3.318 4.215 0.20
N -2.182 4.473 -1.242 0.13
N 3.828 -0.208 -3.150 0.16
N 5.642 2.878 1.004 0.18
N -3.601 -1.688 -1.606 0.17
N 0.277 2.052 -4.118 0.32
N -3.607 1.637 4.362 0.11
N 0.618 -5.362 -0.270 0.21
C -1.367 4.806 -0.084 -0.72
C 0.536 3.142 -3.348 -0.05
C 0.353 2.033 -5.537 -1.17
C 5.829 3.890 1.789 0.20
C -3.588 1.551 5.858 -0.90
C -1.560 -3.957 2.898 -0.53
C 6.572 1.742 0.817 -0.83
C -2.730 -2.775 -1.577 0.13
C 1.317 -4.200 -0.258 0.04
C -2.474 -3.231 5.130 -0.93
C -2.379 3.022 -1.442 -0.88
C -2.665 0.909 3.499 -0.57
C -0.255 -1.017 -0.018 0.10
C 0.547 -6.252 0.916 -1.05
C 0.284 0.749 -3.475 -0.44
C -3.549 -0.750 -2.764 -0.64
C 4.103 -1.279 -3.865 0.15
C -2.445 5.411 -2.202 0.20
C -4.288 2.656 3.809 -0.01
C 4.331 2.573 0.262 -0.90
C 3.386 -0.371 -1.793 -0.43
C -4.352 -1.300 -0.444 -0.95
C -0.402 -5.720 -1.273 -0.93
C 0.423 -0.237 1.071 1.38
C 0.297 1.303 0.838 -0.90
C 4.257 1.154 -3.581 -0.78
C -0.229 -2.459 4.436 -0.13
H -1.390 -5.030 2.988 0.34
H 6.846 3.931 2.209 0.27
H -0.706 1.717 0.940 0.08
H -0.816 -3.630 2.172 -0.20
H 3.790 -2.271 -3.505 0.32
H -2.608 1.948 6.121 0.36
H -2.561 -0.297 -2.681 -0.02
H -2.534 -3.809 2.433 0.37
H 0.467 2.978 -2.261 0.52
H -3.237 -2.536 4.780 0.34
H -3.766 0.504 6.105 0.24
H 4.054 1.527 0.132 0.08
H -1.503 2.422 -1.694 0.26
H -5.347 -1.104 -0.845 0.37
H -0.302 -5.223 -2.239 0.34
H 2.780 -1.239 -1.528 -0.11
H -2.199 -2.830 6.105 0.33
H 0.709 2.953 -6.000 0.40
H -0.534 0.127 -3.837 0.45
H -1.260 -0.623 -0.169 0.09
H 1.275 -7.052 0.787 0.34
H -3.243 2.826 -2.077 0.34
H -0.379 -6.812 1.053 0.38
H 4.978 1.123 -4.398 0.43
H 0.314 0.680 -2.387 -0.46
H -3.144 0.691 2.545 0.28
H -4.400 -0.070 -2.722 0.38
H 6.732 1.740 -0.261 0.33
H -0.247 -1.856 5.357 0.41
H 4.787 1.755 -2.842 0.17
H -2.783 -3.331 -0.628 0.23
H -4.700 3.310 4.593 0.29
H -2.691 2.746 -0.435 0.27
H -2.080 6.418 -1.950 0.26
H -0.436 -6.787 -1.495 0.38
H -2.986 -4.176 5.313 0.34
H -0.458 -2.068 0.190 -0.15
H 3.461 3.023 0.741 0.39
H -4.268 2.274 6.308 0.32
H -1.794 4.365 0.817 0.16
H -1.674 1.363 3.471 0.36
H 2.737 0.464 -1.530 -0.08
H 1.267 0.324 -3.677 0.29
H -3.472 -1.287 -3.709 0.29
H 0.703 -5.646 1.809 0.33
H -0.366 4.435 -0.303 0.28
H 0.277 -0.888 -0.961 -0.25
H 1.272 -3.759 -1.265 0.40
H -4.036 -0.280 -0.224 0.34
H 4.283 2.972 -0.752 0.32
H -0.675 1.848 -5.850 0.38
H -4.319 -2.011 0.382 0.25
H 3.443 1.803 -3.904 0.18
H 1.037 1.285 -5.935 0.33
H -2.474 -0.036 4.008 0.03
H -1.334 -5.336 -0.859 0.29
H 0.521 1.575 -0.193 -0.26
H -0.157 -0.475 1.964 -0.57
H 0.942 1.969 1.411 0.57
H 4.240 -0.360 -1.116 0.63
H 7.545 1.872 1.293 0.31
H 6.169 0.760 1.063 0.25
H -1.234 5.883 0.016 0.31
```

Its multiplicity is 3. The maximum force comes out at 5.70 eV Å⁻¹. As for the highest occupied orbital energy (alpha / beta): -0.387 / -0.387 hartree. The expectation value of S² is 2.012. As for the charge: +1. The molecular weight comes out at 838.93 g/mol.

---

No. 3
Formula: C9H16P2
Source: OMol25
Level of theory: the ωB97M-V functional and the def2-TZVPD basis

XYZ file:
```
27
Properties=species:S:1:pos:R:3:mulliken_charge:R:1
P 2.487 -1.089 -0.227 -0.16
P 0.135 -2.778 0.064 -0.24
C 1.474 1.594 0.002 -0.09
C 2.852 2.287 -0.201 -1.36
C -1.454 0.434 -1.211 -1.16
C -0.281 -1.123 0.188 -0.89
C 1.588 0.186 0.488 -0.02
C -1.596 -0.450 0.058 2.25
C -1.983 0.278 1.362 -1.65
C 1.829 -2.661 0.159 -0.25
C -2.670 -1.413 -0.157 -1.76
H -1.366 -0.272 -2.047 0.39
H 3.335 2.329 0.779 0.37
H 2.506 -3.539 0.306 0.36
H -3.631 -0.906 -0.530 0.34
H 3.753 -0.979 0.463 0.03
H -2.858 -2.171 0.584 0.45
H 0.843 2.081 0.747 0.39
H 3.324 1.736 -1.050 0.37
H -0.617 1.033 -0.877 0.03
H -2.394 -0.377 2.117 0.41
H 2.614 3.324 -0.528 0.36
H -2.841 0.836 1.066 0.46
H -1.430 1.024 1.921 0.30
H 0.930 1.691 -0.951 0.32
H -2.172 -2.049 -1.007 0.37
H -2.378 0.974 -1.515 0.39
```

The maximum force comes out at 4.38 eV Å⁻¹. As for the highest occupied orbital energy (alpha / beta): -0.285 / -0.277 hartree. The molecular weight comes out at 186.18 g/mol.

---

No. 4
Formula: C5H10NOS
Source: OMol25
Level of theory: the ωB97M-V functional and the def2-TZVPD basis

XYZ file:
```
18
Properties=species:S:1:pos:R:3:mulliken_charge:R:1
S -1.323 1.291 0.633 -0.10
O -2.238 -0.686 -0.927 -0.51
N -0.940 -1.264 0.800 -0.57
C 1.113 2.225 -0.188 -1.22
C -2.008 -0.352 0.357 0.07
C 0.321 0.956 0.114 0.64
C 1.752 -1.282 -0.314 -1.13
C 0.798 -0.247 -0.059 0.43
H 0.855 2.830 0.712 0.35
H -2.831 -0.030 -1.439 0.39
H 2.567 -0.827 -0.982 0.33
H 0.959 2.731 -1.199 0.30
H -0.973 -2.209 0.322 0.33
H -0.828 -1.286 1.737 0.22
H 1.240 -2.121 -0.695 0.36
H 2.318 -1.437 0.548 0.34
H -2.963 -0.302 0.962 0.39
H 2.180 2.010 -0.382 0.37
```

The maximum force comes out at 5.41 eV Å⁻¹. As for the highest occupied orbital energy: -0.490 hartree. As for the charge: +1. The molecular weight comes out at 132.21 g/mol.

---

No. 5
Formula: C47H44IN6O13
Source: OMol25
Level of theory: the ωB97M-V functional and the def2-TZVPD basis

XYZ file:
```
111
Properties=species:S:1:pos:R:3:mulliken_charge:R:1
I 4.408 -2.021 -3.162 -0.25
O -11.149 -0.364 -1.072 -0.63
O 3.805 1.149 -1.703 -0.20
O 11.245 -2.736 6.771 -0.61
O -10.913 -2.193 0.061 -0.62
O 1.657 -2.245 -5.641 -0.53
O 12.929 -3.311 5.540 -0.61
O -11.018 2.645 -1.865 -0.59
O -3.904 -2.251 1.094 -0.57
O -4.608 -4.165 0.366 -0.63
O 8.622 2.225 2.206 -0.54
O 0.509 -3.127 -4.033 -0.57
O 8.805 1.607 0.140 -0.56
O -10.566 4.721 -1.456 -0.61
N -10.464 -1.216 -0.523 1.05
N 11.930 -2.641 5.762 0.99
N 8.691 2.459 1.004 1.04
N -4.011 -3.468 1.175 1.05
N 0.605 -2.600 -5.133 0.96
N -11.089 3.652 -1.174 1.02
C 11.529 -1.657 4.754 -0.05
C -12.670 4.624 2.079 -0.43
C 8.461 6.501 -0.239 -0.37
C 10.418 -0.847 4.987 -0.31
C -11.848 3.574 0.079 0.00
C -12.430 2.365 0.458 -0.16
C -0.562 -1.795 -7.155 -0.32
C -6.255 -0.779 -0.708 -0.27
C 5.954 -0.609 -2.419 -0.75
C 8.578 5.490 -1.188 -0.51
C 4.206 0.980 0.830 -1.08
C -1.854 -2.729 -5.331 -0.20
C 4.112 0.240 -0.621 0.37
C 2.604 1.906 -1.466 -0.86
C -6.810 -1.883 -0.065 0.08
C -3.386 -4.133 2.319 0.06
C 8.664 4.162 -0.783 -0.30
C 5.606 -0.390 -0.870 -0.37
C -13.128 2.291 1.659 -0.54
C -2.155 -4.002 4.379 -0.56
C -2.239 -5.385 4.508 -0.38
C -11.968 4.707 0.881 -0.35
C -3.025 -2.491 -6.044 -0.54
C -2.888 -6.143 3.538 -0.51
C -0.559 0.275 0.791 -0.58
C -8.191 -2.026 0.007 -0.63
C -1.068 -0.818 -0.180 -0.19
C 10.797 0.237 2.868 -0.06
C 11.899 -0.582 2.637 -0.64
C 8.435 6.192 1.118 -0.50
C 8.627 3.858 0.576 -0.03
C 1.342 1.021 -1.033 0.37
C 8.517 4.866 1.531 -0.22
C 10.056 0.103 4.038 -0.30
C 0.815 -0.057 -2.022 -0.15
C -1.738 -1.562 -7.862 -0.44
C 12.271 -1.533 3.581 -0.26
C -8.461 0.053 -1.212 -0.14
C -3.466 -5.519 2.438 -0.34
C -2.728 -3.369 3.281 -0.11
C 0.631 1.147 0.333 -0.42
C -2.966 -1.906 -7.305 -0.37
C -7.078 0.189 -1.276 -0.68
C -13.245 3.418 2.468 -0.36
C -0.629 -2.374 -5.890 0.01
C -9.010 -1.058 -0.574 -0.08
C -0.387 -0.941 -1.561 -0.15
H -3.882 -1.716 -7.856 0.36
H 3.418 -0.685 -0.580 0.23
H 2.829 2.768 -0.725 0.29
H 10.515 0.982 2.133 0.22
H -6.641 1.048 -1.773 0.41
H -3.985 -2.758 -5.614 0.38
H 1.033 1.955 1.049 0.27
H 9.197 0.742 4.211 0.39
H 8.389 7.537 -0.559 0.36
H -13.579 1.354 1.966 0.40
H -8.610 -2.890 0.510 0.44
H -1.934 -1.496 0.168 0.28
H 8.346 6.985 1.853 0.36
H 1.265 -0.253 -3.047 0.30
H 4.873 1.913 0.723 0.22
H -1.697 -1.109 -8.847 0.36
H -2.947 -7.221 3.642 0.36
H -6.165 -2.631 0.376 0.07
H 5.889 0.387 -3.002 0.19
H 8.754 3.383 -1.532 0.47
H 5.579 -1.407 -0.317 0.29
H 0.388 -1.519 -7.599 0.45
H -5.176 -0.675 -0.766 0.54
H 8.492 4.638 2.591 0.42
H -1.795 -5.876 5.369 0.37
H 2.362 2.439 -2.464 0.33
H 3.185 1.196 1.290 0.21
H -9.092 0.813 -1.662 0.47
H 13.133 -2.162 3.391 0.42
H 8.599 5.737 -2.244 0.38
H -0.971 0.462 1.841 0.29
H -2.656 -2.291 3.193 0.44
H -12.767 5.500 2.712 0.36
H -12.347 1.480 -0.162 0.47
H -13.786 3.355 3.407 0.37
H 9.833 -0.942 5.894 0.42
H -1.914 -3.186 -4.349 0.43
H 4.720 0.217 1.530 0.34
H -11.522 5.652 0.591 0.43
H 6.328 0.303 -0.314 -0.15
H -0.777 -1.750 -2.270 0.22
H -1.646 -3.417 5.137 0.37
H -3.972 -6.120 1.691 0.42
H 12.471 -0.475 1.721 0.38
```

The maximum force comes out at 4.40 eV Å⁻¹. As for the highest occupied orbital energy: -0.065 hartree. As for the charge: -1. The molecular weight comes out at 1027.80 g/mol.

---

The highest molecular weight belongs to which entry? C47H44IN6O13